# 1
Below is a molecular structure, C12H21MgNOP2S4Sb, with properties calculated with ωB97M-V/def2-TZVPD.

Results
HOMO level: -0.136 Ha
HOMO-LUMO gap: 5.8 eV
Net charge: -1
Calculated total energy: -90230.6424 eV

Atoms and positions in Å:
1 C -1.883 0.494 2.275
2 H 2.096 -1.574 2.988
3 H 0.755 2.159 2.010
4 C -1.644 -1.156 0.525
5 H 0.771 -2.493 2.263
6 H 2.819 3.235 -1.419
7 C 2.092 3.399 -0.584
8 C -0.861 -3.804 -0.093
9 H -0.669 3.063 -2.363
10 C 1.137 1.271 2.513
11 H -0.823 -2.478 -2.947
12 C -1.458 -2.031 -2.183
13 P 0.771 -0.204 1.479
14 S 1.191 -0.392 -3.590
15 C 1.039 -1.542 2.722
16 S 3.801 -0.216 -1.113
17 C -3.029 -1.288 0.481
18 H 0.723 1.201 3.520
19 H -3.495 -1.969 -0.221
20 O 0.470 1.644 -0.733
21 S 3.594 2.506 -3.795
22 N 0.049 3.545 -1.849
23 H -0.451 -3.983 0.901
24 H 0.434 -1.383 3.615
25 H 0.471 4.343 -2.293
26 C -3.261 0.357 2.215
27 H -0.374 -4.475 -0.801
28 C 0.830 2.796 -1.049
29 Mg 1.439 -0.017 -1.245
30 H -1.934 -3.998 -0.077
31 C -1.061 -0.265 1.446
32 S 4.859 -0.998 -4.830
33 H 2.484 2.892 0.293
34 C -3.833 -0.543 1.328
35 H -4.909 -0.669 1.297
36 Sb 3.514 0.219 -3.460
37 H 2.012 4.475 -0.431
38 H 2.223 1.345 2.576
39 H -1.619 -0.991 -2.466
40 H -1.459 1.206 2.971
41 P -0.514 -2.065 -0.607
42 H -3.893 0.954 2.861
43 H -2.404 -2.572 -2.127

Atomic partial charges in e from the natural (NBO) method, atoms 1 to 5: -0.153 0.240 0.241 -0.331 0.229

# 2
Below is a molecular structure, C21H17O8P3ReS5, with properties calculated with ωB97M-V/def2-TZVPD.

Results
HOMO level (alpha / beta): -0.266 / -0.280 Ha
HOMO-LUMO gap (alpha / beta): 7.2 / 6.6 eV
Net charge: 0
Calculated total energy: -122616.3355 eV
<S²>: 3.769
Spin multiplicity: 4

Atoms and positions in Å:
1 C 2.241 0.433 3.528
2 S 3.694 2.787 0.192
3 H -1.647 -4.179 5.985
4 H 0.535 -3.332 6.777
5 P -1.232 -2.787 -1.110
6 H 1.879 -1.854 5.338
7 Re -0.328 0.244 -0.176
8 C -0.796 -2.322 3.289
9 H -4.718 -0.706 -1.815
10 P 1.436 -0.876 2.620
11 O -2.308 -0.367 0.438
12 S 1.657 4.152 1.706
13 C 3.476 0.918 3.097
14 C 3.388 2.621 4.785
15 C 1.575 1.058 4.582
16 C 2.063 2.198 -0.008
17 C 3.330 4.087 1.276
18 H 3.834 3.479 5.270
19 C 4.051 2.007 3.731
20 O 0.518 -0.301 1.554
21 C 2.693 -1.944 1.926
22 C 1.111 2.835 0.703
23 C 0.166 -3.050 5.800
24 C 4.772 -3.132 2.152
25 C 0.920 -2.220 4.990
26 H 1.547 -2.379 0.158
27 H -2.487 -3.542 3.742
28 O -0.161 -1.693 -0.951
29 H 1.635 2.638 6.024
30 O -0.904 -3.557 -2.455
31 H 5.673 -3.345 2.711
32 S 1.733 0.874 -1.104
33 S 4.463 5.112 1.877
34 H 0.610 0.693 4.909
35 C 3.382 -3.485 0.219
36 C -1.540 -3.164 4.102
37 C 0.435 -1.852 3.735
38 H -1.176 -2.057 2.313
39 H 3.198 -3.978 -0.726
40 O -4.218 -0.058 -1.303
41 O -2.591 -1.921 -1.558
42 H 5.004 2.391 3.390
43 H -0.549 -2.980 -3.142
44 H 3.989 0.450 2.266
45 P -2.730 -0.436 -1.024
46 O -1.541 -3.693 -0.013
47 H 5.260 -4.464 0.545
48 C -1.063 -3.523 5.353
49 C 3.850 -2.228 2.652
50 O -1.714 0.471 -1.727
51 S -0.591 2.444 0.630
52 C 4.538 -3.758 0.935
53 C 2.153 2.151 5.208
54 H 4.040 -1.738 3.599
55 C 2.453 -2.581 0.712

Atomic partial charges in e from the natural (NBO) method, atoms 1 to 5: -0.385 0.477 0.219 0.220 2.553

# 3
Below is a molecular structure, C14H46BInO12 at a distorted geometry, with properties calculated with ωB97M-V/def2-TZVPD.

Results
HOMO level (alpha / beta): -0.634 / -0.636 Ha
HOMO-LUMO gap (alpha / beta): 3.9 / 3.6 eV
Net charge: +3
Calculated total energy: -45642.8495 eV
<S²>: 1.762
Spin multiplicity: 2

Atoms and positions in Å:
1 H -1.031 3.567 -0.560
2 H -2.834 1.491 3.221
3 C 4.897 0.077 -1.700
4 H 3.764 -0.763 3.897
5 H -5.123 -0.605 -0.396
6 C 3.580 0.812 -2.195
7 H 5.735 0.094 -2.396
8 H -0.345 -3.798 3.035
9 O 2.461 3.246 -0.352
10 H -2.702 -0.980 -2.396
11 O 3.294 -1.134 1.346
12 H -5.043 2.755 3.278
13 C 1.181 3.989 -0.431
14 B -0.506 -0.399 -0.390
15 H -1.212 -3.637 -2.755
16 H 1.462 -1.052 -4.475
17 H -1.043 -0.765 3.095
18 H -3.503 3.653 2.913
19 H 1.810 -0.647 4.822
20 O 4.733 -1.282 -1.456
21 O -0.206 2.244 0.653
22 O 2.509 0.599 -1.288
23 H -1.971 0.435 -1.292
24 H -2.751 -0.846 0.084
25 C -0.060 3.074 -0.506
26 H -1.536 -2.885 -4.616
27 H 3.751 1.887 -2.242
28 In 1.843 -2.243 -1.065
29 C -0.495 -2.689 -4.358
30 H -1.373 -3.167 1.936
31 H 5.605 -1.556 -1.160
32 H 2.491 1.371 -0.718
33 H -0.090 1.352 0.319
34 H -0.283 -1.678 4.429
35 H 1.227 4.637 -1.307
36 C -1.008 -1.722 3.616
37 H -1.381 -0.133 0.183
38 O -0.384 -3.247 -3.045
39 H -1.241 -0.666 -3.720
40 O -4.363 0.631 2.023
41 H -0.047 2.376 -1.343
42 O 0.850 -0.889 -3.754
43 H 0.303 -0.324 0.319
44 O 0.647 -2.493 2.022
45 H 3.032 3.768 0.217
46 O -2.841 0.778 -1.512
47 C -3.498 -0.356 -1.990
48 C 3.050 0.068 1.986
49 O 1.748 -0.840 3.884
50 C -3.428 1.640 2.319
51 H 0.028 -2.973 -5.271
52 C -0.431 -1.110 -4.298
53 C -4.361 -1.176 -0.926
54 H -4.010 -0.023 1.416
55 H 2.051 0.375 1.675
56 H -1.951 -1.969 4.103
57 H -4.167 -0.125 -2.819
58 O -3.484 -1.465 0.112
59 H 3.397 0.513 -3.228
60 H -2.643 1.610 1.563
61 C -4.240 2.930 2.562
62 H 1.089 -1.977 2.700
63 H 4.134 -1.474 1.663
64 H 3.800 0.789 1.659
65 H -4.706 -2.132 -1.322
66 C 2.924 -0.159 3.554
67 H -4.701 3.256 1.629
68 H 3.183 0.756 4.085
69 H -0.388 -0.692 -5.304
70 H -0.716 -1.386 -0.772
71 H 5.271 0.447 -0.746
72 C -0.580 -2.826 2.601
73 H 1.148 4.743 0.356
74 H -0.327 0.322 -1.172

Atomic partial charges in e from the Mulliken method, atoms 1 to 5: 0.445 0.262 -0.531 0.386 0.290

# 4
Below is C2H7N3O2 in the gas phase at a distorted geometry, with properties calculated with ωB97M-V/def2-TZVPD.

Results
HOMO level: -0.340 Ha
HOMO-LUMO gap: 9.9 eV
SMILES: CC(N)(N)[N+](=O)[O-]
Net charge: 0
Calculated total energy: -10748.7648 eV
Energy above the lowest of the compared OMol25 structures with the same formula, charge and spin: 122.5 kcal/mol

Atoms and positions in Å:
1 H -1.329 0.936 -1.449
2 O 2.121 0.981 0.037
3 N 1.512 -0.050 -0.034
4 C -0.602 0.745 1.290
5 H -1.432 0.045 1.594
6 N -0.360 0.802 -1.309
7 C -0.026 -0.002 -0.238
8 H -0.976 -2.001 0.337
9 H -0.618 1.808 1.190
10 H 0.092 0.656 -2.255
11 H 0.281 0.552 2.000
12 N -0.525 -1.327 -0.313
13 H -0.125 -1.984 -0.992
14 O 1.987 -1.160 0.142

Atomic partial charges in e from the natural (NBO) method, atoms 1 to 5: 0.386 -0.364 0.505 -0.604 0.224

# 5
Below is 2 unconnected molecules or ions with the total composition C4H12ClNP at a distorted geometry, with properties calculated with ωB97M-V/def2-TZVPD.

Results
HOMO level: -0.530 Ha
HOMO-LUMO gap: 9.7 eV
Net charge: +1
Calculated total energy: -27634.6971 eV
Energy above the lowest of the compared OMol25 structures with the same formula, charge and spin: 13.7 kcal/mol

Atoms and positions in Å:
1 H -0.476 -1.845 -0.028
2 C -0.809 -1.157 -0.735
3 H 1.133 -0.939 0.847
4 H -0.934 0.947 2.114
5 C 0.686 0.044 0.801
6 H -1.722 1.094 -0.498
7 H 1.601 0.719 0.971
8 H -0.291 2.051 -0.055
9 H 1.918 1.613 -1.245
10 N 0.060 0.049 -0.527
11 H -1.823 -1.033 -0.536
12 H -0.635 -1.732 -1.639
13 Cl 2.701 -1.375 -1.243
14 P 1.378 -0.105 -2.028
15 C -0.732 1.220 -0.801
16 H -0.795 1.547 -1.915
17 H -0.997 -0.878 1.819
18 C -0.374 0.047 1.908
19 H 0.112 -0.268 2.791

Atomic partial charges in e from the natural (NBO) method, atoms 1 to 5: 0.226 -0.438 0.222 0.238 -0.248

# 6
Below is a gas-phase ion, C7H15IN2 (charge +2) at a distorted geometry, with properties calculated with ωB97M-V/def2-TZVPD.

Results
HOMO level: -0.617 Ha
HOMO-LUMO gap: 8.5 eV
SMILES: C=C1CC[C@H]([NH3+])[C@]1(I)C[NH3+]
Net charge: +2
Calculated total energy: -18564.2373 eV
Energy above the lowest of the compared OMol25 structures with the same formula, charge and spin: 52.5 kcal/mol

Atoms and positions in Å:
1 C 0.971 1.085 -1.281
2 H 1.918 -0.880 -1.351
3 H -2.225 -1.017 -1.535
4 H -1.551 0.568 -1.742
5 I 1.234 -2.321 1.232
6 H 1.883 1.696 -1.491
7 H 1.131 -0.370 -2.979
8 H -1.478 -0.296 3.265
9 C -1.248 -0.370 1.197
10 H 2.073 2.390 1.249
11 H -1.523 -1.368 1.230
12 N -1.411 -0.478 -1.830
13 H -1.430 -0.493 -2.851
14 C 0.095 -0.409 0.245
15 H 0.079 1.576 -1.713
16 H 1.500 1.101 2.362
17 H -2.161 0.184 0.862
18 C 1.522 1.383 1.317
19 N -0.786 0.021 2.545
20 C -0.171 -0.960 -1.191
21 C 0.974 0.835 0.261
22 H 0.145 -0.468 2.747
23 C 1.042 -0.378 -1.885
24 H -0.509 0.978 2.417
25 H -0.077 -2.010 -1.081

Atomic partial charges in e from the natural (NBO) method, atoms 1 to 5: -0.432 0.263 0.458 0.456 0.154